{
  "formula": "C2H5NOS",
  "method": "ωB97M-V/def2-TZVPD",
  "symbols": ["C", "C", "N", "O", "S", "H", "H", "H", "H", "H"],
  "xyz": [[-0.28543, -0.82209, -0.94996], [0.73299, -0.74221, -0.09939], [-1.78825, 1.87059, 1.21641], [0.14484, 1.13142, 2.69711], [-1.03049, 0.77533, 1.91829], [-1.06574, -1.58362, -0.92834], [-0.42429, -0.29104, -1.86235], [1.59774, -0.19532, -0.39310], [0.51342, -1.03438, 0.87464], [-1.46283, 2.91336, 1.36926]],
  "total_charge": 0,
  "relative_energy_kcal_mol": 69.8,
  "e_homo_ev": -9.995,
  "homo_lumo_gap_ev": 9.7
}

***

{
  "formula": "CH8N3OP",
  "method": "ωB97M-V/def2-TZVPD",
  "symbols": ["C", "O", "P", "N", "N", "N", "H", "H", "H", "H", "H", "H", "H", "H"],
  "xyz": [[-2.11447, -0.07401, -0.43387], [-0.93385, 0.61789, -0.22637], [0.61130, -0.05633, 0.06088], [0.92757, -1.78821, 0.20708], [1.53393, 0.69302, -1.09588], [0.88055, 0.66871, 1.58883], [-2.02801, -1.16739, -0.08073], [-2.43281, 0.08417, -1.45647], [-2.83117, 0.20817, 0.33331], [1.12687, -2.21006, -0.72369], [1.78827, 1.64923, -0.74490], [2.31997, 0.15850, -1.46447], [1.02734, -0.05372, 2.26643], [0.12450, 1.27001, 1.76984]],
  "total_charge": 0,
  "smiles": "COP(=N)(N)N",
  "relative_energy_kcal_mol": 31.4,
  "e_homo_ev": -8.535,
  "homo_lumo_gap_ev": 9.3
}

***

{
  "formula": "C29H33AlN7O5S",
  "method": "ωB97M-V/def2-TZVPD",
  "symbols": ["Al", "O", "C", "O", "C", "C", "N", "N", "C", "C", "O", "O", "H", "H", "H", "C", "C", "C", "N", "C", "S", "N", "C", "O", "C", "C", "C", "C", "C", "C", "H", "H", "H", "H", "H", "H", "H", "H", "H", "H", "H", "H", "H", "H", "C", "C", "N", "C", "C", "N", "C", "C", "H", "H", "H", "H", "H", "H", "H", "H", "H", "H", "H", "H", "N", "C", "C", "C", "C", "C", "C", "C", "H", "H", "H", "H"],
  "xyz": [[-0.12146, -0.26232, -0.16740], [-4.84987, 3.86757, 1.68917], [-3.88066, 3.04954, 2.10884], [-3.36078, 3.16730, 3.17475], [-3.50779, 1.91500, 1.19995], [-4.31042, 0.87970, 0.76358], [-3.50238, -0.04419, 0.20833], [-2.22636, 0.32757, 0.25337], [-2.20923, 1.51405, 0.84458], [-0.88269, 2.19366, 0.86320], [-0.71636, 3.35363, 1.10264], [0.07298, 1.35164, 0.48175], [-5.15370, 3.68772, 0.79346], [-5.37674, 0.73860, 0.83229], [-3.76313, -0.90213, -0.25128], [3.60178, 2.32059, -6.23466], [2.85640, 1.72570, -5.04538], [3.68329, 1.76419, -3.76087], [3.14407, 0.83074, -2.77375], [2.58270, 1.02137, -1.59518], [2.21088, -0.42146, -0.70126], [2.40935, 2.22220, -1.03512], [2.52920, 3.57435, -1.58207], [3.31188, 4.32071, -1.07937], [1.58371, 3.93004, -2.66646], [2.01485, 4.74815, -3.70969], [1.11887, 5.15403, -4.68260], [-0.21086, 4.75865, -4.60981], [-0.64853, 3.97116, -3.55506], [0.24545, 3.55876, -2.58032], [2.96368, 2.29709, -7.11695], [4.49929, 1.74496, -6.46328], [3.89203, 3.35656, -6.05481], [2.61363, 0.68238, -5.26771], [1.91452, 2.25816, -4.89003], [3.71982, 2.76504, -3.33999], [4.70816, 1.45593, -3.97885], [3.17943, -0.13980, -3.05046], [2.22889, 2.21005, -0.03816], [3.05447, 5.04874, -3.75406], [1.45393, 5.78263, -5.49644], [-0.91120, 5.07086, -5.37310], [-1.68743, 3.67495, -3.49202], [-0.09944, 2.98094, -1.73401], [-1.36927, -1.85378, 2.04958], [-1.18137, -2.87710, 3.19765], [0.22354, -3.23208, 3.32523], [0.68818, -3.82871, 2.08134], [0.55070, -2.81084, 0.92382], [-0.04956, -1.53881, 1.43457], [0.83854, -0.98615, 2.50163], [1.00590, -2.03820, 3.62708], [-1.79825, -0.92413, 2.42161], [-2.01975, -2.24233, 1.26384], [-1.75095, -3.78732, 3.00829], [-1.52029, -2.46135, 4.14644], [0.09691, -4.72403, 1.88857], [1.72621, -4.13373, 2.21136], [-0.08826, -3.18418, 0.12040], [1.52036, -2.57374, 0.48653], [0.38553, -0.06649, 2.87255], [1.79239, -0.72532, 2.04338], [0.66856, -1.64102, 4.58425], [2.04949, -2.33251, 3.73666], [-2.45751, -2.16573, -6.93477], [-2.10214, -1.91971, -5.87006], [-1.66282, -1.59097, -4.54834], [-0.84329, -0.48306, -4.34171], [-0.41014, -0.18704, -3.06215], [-0.79150, -0.92772, -1.93619], [-1.62591, -2.02559, -2.18292], [-2.04434, -2.36847, -3.45788], [-0.55599, 0.13970, -5.17951], [0.24390, 0.66381, -2.93991], [-1.95490, -2.65233, -1.35657], [-2.67498, -3.23249, -3.62302]],
  "total_charge": 1,
  "e_homo_ev": -11.748,
  "homo_lumo_gap_ev": 9.0
}

***

{
  "formula": "C3H3N2",
  "method": "ωB97M-V/def2-TZVPD",
  "symbols": ["C", "C", "C", "N", "N", "H", "H", "H"],
  "xyz": [[-1.47749, 0.46057, -0.40218], [-0.46952, -0.03534, 0.46518], [1.94256, -0.37523, -0.25708], [-1.77957, -0.66848, 0.03480], [0.82653, -0.32534, -0.05128], [-1.64081, 1.12741, -1.14852], [-0.43464, 0.04508, 1.63280], [3.03295, -0.22868, -0.27371]],
  "total_charge": 1,
  "relative_energy_kcal_mol": 85.8,
  "multiplicity": 3,
  "s2": 2.011,
  "e_homo_ev": [-11.306, -17.042],
  "homo_lumo_gap_ev": [5.6, 8.2]
}

***

{
  "formula": "C2H32O15",
  "method": "ωB97M-V/def2-TZVPD",
  "symbols": ["O", "H", "H", "O", "H", "H", "O", "H", "H", "O", "H", "H", "O", "H", "H", "O", "H", "H", "O", "H", "H", "O", "H", "H", "O", "H", "H", "O", "H", "H", "O", "H", "H", "O", "H", "H", "O", "H", "H", "C", "C", "O", "O", "H", "H", "H", "H", "H", "H"],
  "xyz": [[9.13134, -16.55282, 5.29424], [8.42597, -15.93047, 5.19124], [8.63719, -17.27526, 5.75968], [11.44150, -20.14918, 1.72971], [10.88915, -19.39168, 1.42828], [11.56333, -20.47440, 0.83578], [12.07995, -15.91832, 6.06039], [11.98029, -15.75335, 6.97595], [12.08840, -16.86273, 6.12046], [13.76623, -17.69791, 1.06943], [14.26083, -18.36231, 0.62500], [13.29246, -17.26582, 0.29074], [13.93709, -16.97042, 3.79607], [13.14283, -17.50117, 3.85319], [14.03266, -16.97357, 2.81335], [8.90321, -15.96359, 2.16438], [9.45822, -15.77335, 2.92626], [7.95434, -16.04927, 2.38974], [9.87796, -18.20996, 0.78075], [9.10874, -18.69928, 0.59736], [9.71527, -17.49707, 1.36952], [12.31147, -18.61158, 6.13995], [12.87232, -19.23811, 6.68128], [12.63076, -18.91687, 5.29964], [11.62649, -15.32716, 0.91839], [11.04717, -15.30754, 0.20439], [11.11816, -15.08831, 1.72993], [11.37446, -17.50588, 3.31238], [11.33272, -16.61545, 3.64118], [11.48470, -17.53373, 2.36258], [9.40723, -19.39520, 3.56660], [9.87163, -18.55017, 3.59764], [10.02090, -19.89431, 3.03935], [12.98989, -19.83554, 3.90112], [13.89708, -19.76179, 3.56951], [12.43245, -19.87377, 3.11183], [10.78869, -14.69497, 3.84516], [11.29902, -13.92266, 3.52438], [11.35548, -15.02759, 4.54234], [12.06921, -18.01541, -1.48822], [12.53601, -19.45784, -1.59519], [11.58333, -20.31165, -1.00838], [13.14986, -17.30389, -2.00931], [11.79852, -17.82574, -0.49109], [11.11059, -17.91704, -1.93188], [13.51466, -19.57759, -1.16217], [12.41897, -19.81640, -2.64707], [11.92863, -21.16769, -1.11990], [13.04491, -17.45626, -2.95487]],
  "total_charge": 0,
  "relative_energy_kcal_mol": 65.3,
  "e_homo_ev": -9.664,
  "homo_lumo_gap_ev": 9.9
}

***

{
  "formula": "C35H57O3PSi2Sr",
  "method": "ωB97M-V/def2-TZVPD",
  "symbols": ["O", "O", "C", "C", "H", "H", "H", "H", "H", "C", "C", "H", "H", "H", "H", "H", "C", "C", "C", "H", "H", "H", "H", "H", "C", "H", "H", "H", "H", "H", "H", "Sr", "C", "Si", "H", "H", "C", "C", "C", "C", "Si", "H", "H", "C", "C", "C", "H", "H", "H", "H", "H", "H", "H", "H", "H", "H", "H", "H", "H", "H", "H", "H", "H", "H", "O", "C", "C", "C", "C", "C", "C", "C", "P", "C", "C", "C", "C", "C", "C", "C", "C", "C", "C", "C", "C", "H", "H", "H", "H", "H", "H", "H", "H", "H", "H", "H", "H", "H", "H"],
  "xyz": [[2.50613, 1.88009, 0.90872], [4.14034, 0.19590, 0.00170], [2.21702, 3.35021, 0.91868], [0.74021, 3.61110, 0.74685], [2.84971, 3.79991, 0.13216], [2.57122, 3.82938, 1.83889], [0.30688, 2.91344, 0.02000], [0.56847, 4.64411, 0.41728], [0.17410, 3.54880, 1.69473], [1.95041, 1.16785, 2.07719], [2.65698, 1.43037, 3.37339], [1.98277, 0.09573, 1.80752], [0.88610, 1.40907, 2.16741], [3.67087, 1.01975, 3.29912], [2.11640, 0.89081, 4.16960], [2.66749, 2.49025, 3.69024], [4.58195, -1.24511, 0.28620], [5.07890, 1.29965, -0.28676], [4.04145, -1.73489, 1.59883], [5.65113, -1.16288, 0.28009], [4.24666, -1.81013, -0.58008], [4.28827, -1.08221, 2.44677], [4.53456, -2.69127, 1.80169], [2.98181, -1.91063, 1.48902], [5.68534, 1.62473, 1.03452], [4.43249, 2.07678, -0.75005], [5.78565, 0.87006, -0.99626], [4.89846, 2.02546, 1.68678], [6.45191, 2.38023, 0.88212], [6.21374, 0.75310, 1.46559], [3.27639, 0.72240, 0.37228], [-0.99016, -0.60536, -1.66835], [1.01541, -0.01771, -1.24025], [2.06034, 0.36568, -2.78588], [1.41135, -0.86772, -0.65452], [0.78676, 0.85045, -0.60193], [2.36358, 2.19464, -2.97532], [0.92322, -0.28876, -4.07257], [3.68376, -0.51692, -3.08482], [-1.42556, 1.85392, -2.77912], [-2.98292, 1.36518, -3.62760], [-0.68117, 2.40984, -3.36477], [-1.51494, 2.34963, -1.79483], [-2.65500, 1.13834, -5.47004], [-4.32663, 2.65251, -3.41696], [-3.62206, -0.29253, -2.95083], [3.80859, -0.67383, -4.16361], [3.74962, -1.51586, -2.64207], [4.60504, 0.00364, -2.79722], [1.41784, 2.73522, -3.09554], [2.93884, 2.38944, -3.88839], [2.90054, 2.67251, -2.15353], [-0.00416, 0.29038, -4.08380], [0.70454, -1.34987, -3.88594], [1.43690, -0.17743, -5.00852], [-3.90317, 3.66641, -3.45528], [-4.83424, 2.53084, -2.45065], [-5.06411, 2.55042, -4.22539], [-3.66321, -0.32562, -1.84368], [-3.05803, -1.16938, -3.33128], [-4.65571, -0.42116, -3.30442], [-3.60189, 1.23942, -6.01417], [-2.22707, 0.14925, -5.69057], [-1.95694, 1.90662, -5.83953], [-2.01557, 0.62934, 0.27452], [-2.13324, -0.00390, 1.34838], [-1.68050, 0.34651, 2.65854], [-1.34220, 1.55267, 3.30221], [-0.93267, 1.42927, 4.63634], [-0.85679, 0.18118, 5.26267], [-1.21064, -1.02321, 4.61491], [-1.59775, -0.91932, 3.29207], [-2.38203, -1.75186, 1.93890], [-4.05179, -2.22898, 2.28007], [-4.29541, -3.54787, 2.69709], [-5.58340, -3.94018, 3.03534], [-6.64996, -3.02535, 2.96379], [-6.40962, -1.70101, 2.54083], [-5.10725, -1.29433, 2.20004], [-1.51416, -2.75874, 0.73067], [-2.22684, -3.22517, -0.39902], [-1.51578, -3.72009, -1.50338], [-0.11454, -3.78276, -1.47767], [0.58554, -3.40424, -0.31420], [-0.10699, -2.91383, 0.78837], [-1.42761, 2.49608, 2.79005], [-0.67093, 2.32980, 5.19079], [-0.52219, 0.12557, 6.29986], [-1.16611, -1.99566, 5.09687], [-3.45733, -4.24604, 2.75865], [-5.76525, -4.95493, 3.37790], [-7.64913, -3.32008, 3.25655], [-7.22569, -0.98127, 2.49543], [-4.91107, -0.27792, 1.88034], [-3.32114, -3.20748, -0.38138], [-2.06600, -4.07768, -2.36939], [0.43856, -4.15370, -2.33282], [1.67843, -3.48978, -0.27218], [0.41390, -2.62925, 1.70604]],
  "total_charge": 0,
  "relative_energy_kcal_mol": 108.8,
  "e_homo_ev": [-5.141, -4.095],
  "homo_lumo_gap_ev": [5.2, 4.2]
}

***

The following strongest force on any atom values (in eV/A) correspond, in order, to the records above: 2.8 5.2 1.0 5.2 3.1 6.2.